1.
C3H4N2S2 | ωB97M-V/def2-TZVPD

Geometry as XYZ:
```
11
Properties=species:S:1:pos:R:3:forces:R:3:lowdin_charge:R:1
H -0.97262 2.06187 -0.84542 0.52 0.61 -0.39 0.016
H 0.13295 1.88030 0.63956 -0.01 -0.67 -2.13 0.087
H -0.74371 -1.26914 2.59344 -1.38 0.17 1.22 0.036
C 0.74929 -0.87574 -0.25711 -0.30 -3.46 0.99 -0.800
H 2.16422 -1.86673 -1.09498 -1.50 -0.42 1.40 0.083
S -1.62140 0.27554 0.43968 0.32 0.48 -0.27 0.861
C -0.31427 1.39440 -0.31075 -1.40 0.01 1.70 -0.701
N 1.42081 -1.96325 -0.31058 1.78 1.26 -1.53 0.092
S 0.64637 0.32264 -1.41971 0.07 2.49 -0.47 0.930
C -0.31540 -0.82422 0.83413 0.61 0.59 -0.67 -0.745
N -0.07629 -1.41688 1.89209 1.30 -1.05 0.17 0.140
```
Forces are in eV/Å.

Structure (SMILES) ... [H]/N=C1\SCS\C1=N/[H]
DFT total energy ... -1022.54732 hartree
Molecular weight ... 132.21 g mol⁻¹
Relative energy (zero: lowest compared OMol25 entry of this formula, charge and spin) ... 179.39 kJ/mol
HOMO level ... -0.3431 Eh
Orbital gap ... 9.6 eV

***

2.
C15H25N4O3 | ωB97M-V/def2-TZVPD

Geometry as XYZ:
```
47
Properties=species:S:1:pos:R:3:forces:R:3:lowdin_charge:R:1
H 0.72214 -3.46554 1.71954 0.07 -0.10 -0.02 0.116
H 0.21983 -1.08681 0.24752 0.07 0.07 -0.14 0.068
H -1.97496 -1.78468 0.78996 -0.25 -0.03 0.03 0.100
O 2.80344 3.84526 -1.35446 0.02 -0.15 -0.09 0.163
C -0.47074 2.67057 -2.33484 -0.01 -0.01 -0.08 -0.120
C 0.57427 -2.10306 0.02957 -0.31 -0.11 0.05 -0.181
C 2.30288 2.76469 -1.32169 0.18 0.23 0.17 -0.518
C -1.97315 -2.19197 -0.21575 0.48 -0.28 -0.32 -0.087
H 1.57188 -0.55734 1.92196 0.17 -0.02 -0.03 0.105
C 0.59321 1.59054 -2.49232 0.29 -0.03 -0.12 -0.189
H 1.44904 2.48625 0.60788 0.04 0.02 0.08 0.096
H -0.25178 3.43910 -3.07571 -0.03 0.08 0.04 0.143
N -2.05449 0.74848 -2.25786 -0.29 -0.07 -0.07 -0.083
O 1.88356 2.17285 -2.48570 -0.16 0.10 -0.11 0.005
C 2.15778 1.97456 -0.04432 -0.13 -0.17 -0.05 0.019
C 2.66643 -0.85908 4.20688 -0.08 -0.19 -0.06 -0.092
H 2.27637 -2.95366 1.07311 0.01 -0.08 0.04 0.124
C 1.26659 -2.61819 1.30398 0.10 0.17 -0.05 -0.146
H -3.50767 -0.07169 3.18926 -0.03 0.02 -0.01 0.061
C 1.36887 -1.54155 2.37550 -0.24 -0.08 0.03 -0.270
H 1.84438 0.94252 -0.19438 0.04 -0.01 -0.01 0.055
H 0.49937 1.11223 -3.46723 0.00 -0.06 0.00 0.144
O 2.37346 -1.88848 3.28096 0.16 0.06 -0.05 -0.174
H 0.39697 -1.45252 2.88971 0.00 0.11 0.03 0.129
H -0.57858 0.99713 0.34844 -0.02 -0.10 0.04 0.112
N -1.94239 0.20101 -1.03765 0.09 -0.11 -0.04 0.078
N -2.29621 -0.16787 -3.13302 0.12 -0.15 0.15 0.150
H 1.84226 -0.72484 4.91289 -0.02 0.08 0.03 0.091
H -2.80291 -2.87985 -0.37015 -0.12 0.06 0.12 0.139
N -2.32673 -1.32711 -2.52247 -0.02 0.03 -0.21 0.156
H 3.55922 -1.15932 4.74651 0.01 0.00 0.05 0.093
H -0.70570 -3.84108 0.16714 0.09 -0.20 -0.22 0.114
H 0.53154 0.80846 -1.72744 -0.12 -0.01 -0.02 0.095
H -0.39810 3.15788 -1.36124 0.02 -0.07 0.06 0.117
C -0.63518 -2.94191 -0.44090 -0.04 0.34 0.39 -0.151
C -2.99331 0.23894 2.30834 -0.04 0.09 0.03 0.178
H -2.10746 2.21236 -3.66749 -0.23 -0.14 0.00 0.143
H 2.86152 0.08363 3.68626 0.01 0.06 0.02 0.084
H -0.54149 -3.21093 -1.49030 -0.07 -0.19 0.00 0.114
C -1.89410 2.16411 -2.60481 0.46 0.26 0.22 -0.061
H 3.12468 1.96767 0.45191 0.02 0.09 0.05 0.105
C -1.65337 1.01619 0.16268 -0.18 0.28 -0.04 -0.084
C -2.09619 -1.12061 -1.22642 -0.13 0.33 0.27 -0.225
H -1.92439 2.04006 -0.09104 0.03 0.00 -0.01 0.128
C -2.42119 0.60239 1.32420 0.12 -0.25 0.03 -0.096
H -2.63115 2.73182 -2.04146 -0.15 0.05 -0.17 0.137
H 1.29157 -2.02058 -0.78557 0.09 0.07 0.03 0.117
```
Forces are in eV/Å.

Structure (SMILES) ... C#CCn1c(CCCCCOC)nn[n+]1CCCOC(C)=O
DFT total energy ... -1030.91329 hartree
Molecular weight ... 309.39 g mol⁻¹
Total charge ... +1
HOMO level ... -0.4575 Eh
Orbital gap ... 8.5 eV

***

3.
C3H7N2S | ωB97M-V/def2-TZVPD

Geometry as XYZ:
```
13
Properties=species:S:1:pos:R:3:forces:R:3:lowdin_charge:R:1
H 0.22551 -1.02160 1.75593 -0.75 -2.34 -1.33 0.121
H -1.67840 -0.40709 0.22018 -1.88 0.17 1.27 0.108
H -0.56774 -2.53824 1.13727 0.96 1.12 0.69 0.102
N 0.08501 1.51021 -0.11432 -2.09 -0.05 0.17 0.024
C 1.35420 1.51305 -0.06527 1.77 -0.98 -0.50 -0.345
S 1.75425 0.01590 -0.77080 -0.28 0.41 0.01 1.127
H -0.52042 2.34372 -0.11810 0.13 -0.71 0.33 0.196
H -1.05695 -1.66053 -0.75077 -0.73 -1.03 -1.70 0.106
N 0.01224 -1.69531 0.93048 -1.04 2.24 0.68 -0.009
H -0.66711 0.42524 -1.71955 1.27 -0.69 0.76 0.173
C -0.10266 0.17528 -0.75962 -0.52 0.89 -1.91 -0.433
H 1.97515 2.27054 0.30870 0.80 1.06 0.36 0.107
C -0.81309 -0.93116 -0.05415 2.35 -0.08 1.18 -0.279
```
Forces are in eV/Å.

DFT total energy ... -625.88860 hartree
Molecular weight ... 103.17 g mol⁻¹
Total charge ... +1
Relative energy (zero: lowest compared OMol25 entry of this formula, charge and spin) ... 219.44 kJ/mol
HOMO level ... -0.5104 Eh
Orbital gap ... 9.2 eV

***

4.
C20H16N2O4 | ωB97M-V/def2-TZVPD

Geometry as XYZ:
```
42
Properties=species:S:1:pos:R:3:forces:R:3:lowdin_charge:R:1
C 2.00568 -1.87301 1.24613 -0.08 -0.01 -0.06 -0.036
C -3.24366 -0.88953 -1.42724 0.07 -0.01 0.05 -0.006
C -0.83782 -0.91728 -0.89616 0.00 -0.04 0.07 -0.419
H -2.93249 -1.22049 -2.40655 0.03 -0.01 -0.08 0.121
H 4.05550 -1.58744 -1.99088 0.05 0.01 -0.08 0.109
C -1.27424 1.33057 1.93781 0.28 0.38 -0.05 -0.117
O 3.97113 1.55151 -0.97771 0.24 0.04 -0.28 0.082
H -5.98009 -0.02840 0.34836 -0.09 0.01 0.03 0.106
C 1.85724 1.67010 -0.14565 -1.28 0.26 -0.08 -0.147
C 2.11150 -1.48408 -1.12555 -0.10 0.01 -0.18 -0.020
C 1.36379 -1.57947 0.04410 0.26 -0.10 -0.14 -0.231
C -2.63427 -0.23675 0.80083 -0.07 -0.04 -0.13 -0.229
H -2.14452 1.99835 1.95638 0.08 -0.11 0.04 0.133
H 3.86148 -2.27469 2.21729 0.04 -0.01 0.09 0.106
C -0.83437 2.17339 -0.39709 0.08 0.12 0.08 -0.020
C -3.97380 0.00908 1.07719 0.13 0.00 0.13 -0.005
H -1.89262 2.36590 -0.50117 -0.11 0.02 0.00 0.126
N 3.26685 1.40051 -0.00379 0.54 -0.05 0.15 -0.348
C 3.37365 -2.05945 1.27897 -0.03 -0.06 -0.03 -0.089
H 1.42407 -1.94594 2.15508 -0.06 -0.01 0.11 0.114
O -0.50079 -0.70185 -2.04490 0.00 -0.11 -0.09 0.076
C 0.01011 2.38632 -1.47501 -0.03 0.02 0.10 -0.043
C -0.33895 1.69819 0.81417 -0.05 0.11 -0.01 -0.182
H -0.39309 2.73756 -2.41116 -0.02 0.02 -0.10 0.115
N -0.02033 -1.37583 0.08551 -0.04 -0.32 0.31 0.158
H -4.24308 0.36622 2.06049 0.00 0.02 0.10 0.123
H -5.32628 -0.82714 -1.89994 -0.06 -0.03 -0.07 0.105
C 1.36254 2.12800 -1.35982 0.25 -0.05 0.13 0.017
H 1.62045 -1.25322 -2.05573 -0.02 0.00 -0.01 0.103
H 1.43996 1.07921 1.86035 0.02 -0.03 0.05 0.131
H 2.03925 2.26706 -2.18813 0.02 0.01 -0.03 0.123
H 5.18750 -2.09655 0.14216 0.10 0.00 0.01 0.104
C -2.25542 -0.69565 -0.46503 -0.16 0.16 0.19 -0.066
C -4.57540 -0.66119 -1.14283 -0.01 -0.03 -0.06 -0.071
H -0.42883 -1.45479 1.00936 0.01 0.11 -0.27 0.137
C 1.01962 1.45308 0.93875 0.22 0.13 -0.08 0.045
H -0.76172 1.37157 2.90128 -0.08 0.07 -0.10 0.135
O 3.66455 1.04834 1.08642 0.13 -0.01 0.20 0.083
C 3.48150 -1.67529 -1.08094 0.05 -0.06 0.15 -0.082
O -1.70020 -0.02384 1.80442 -0.47 -0.44 -0.04 -0.076
C 4.11767 -1.96083 0.11461 0.12 -0.04 -0.02 -0.096
C -4.94205 -0.21227 0.11564 0.04 0.05 0.02 -0.069
```
Forces are in eV/Å.

Structure (SMILES) ... O=C(Nc1ccccc1)c1ccccc1OCc1cccc([N+](=O)[O-])c1
DFT total energy ... -1182.14532 hartree
Molecular weight ... 348.36 g mol⁻¹
Relative energy (zero: lowest compared OMol25 entry of this formula, charge and spin) ... 358.57 kJ/mol
HOMO level ... -0.3080 Eh
Orbital gap ... 8.0 eV